{"formula": "C13H34ClN4O9Zn", "method": "ωB97M-V/def2-TZVPD", "homo_energy_ev": -11.74, "total_charge": 1, "e_lumo_ha": -0.1019, "orbital_gap_ha": 0.3294, "relative_energy_ev": 1.724, "elements": ["Zn", "Cl", "O", "O", "O", "O", "C", "O", "N", "N", "H", "H", "H", "H", "C", "O", "C", "C", "N", "C", "C", "O", "C", "H", "H", "H", "H", "H", "H", "H", "H", "H", "H", "H", "H", "H", "H", "H", "C", "O", "C", "C", "N", "C", "C", "O", "C", "H", "H", "H", "H", "H", "H", "H", "H", "H", "H", "H", "H", "H", "H", "H"], "xyz": [[-0.53, -0.45, -0.32], [1.88, -3.03, -0.18], [0.91, -2.09, 0.29], [3.19, -2.57, 0.23], [1.63, -4.36, 0.26], [1.91, -2.99, -1.61], [1.43, 0.44, -2.78], [0.66, 0.00, -1.89], [1.14, 1.51, -3.43], [2.58, -0.11, -3.11], [1.93, 1.98, -3.86], [0.31, 2.04, -3.22], [3.22, 0.35, -3.74], [2.74, -1.01, -2.68], [0.51, -1.75, 3.66], [-0.28, -0.81, 2.91], [0.08, 0.55, 3.24], [-0.10, 1.52, 2.11], [0.48, 1.13, 0.78], [1.92, 0.90, 0.87], [2.74, 2.14, 1.22], [2.32, 3.29, 0.52], [3.43, 3.99, -0.06], [0.12, -2.75, 3.48], [0.45, -1.49, 4.72], [1.58, -1.70, 3.47], [1.13, 0.59, 3.53], [-0.53, 0.73, 4.12], [0.46, 2.37, 2.49], [-1.11, 1.93, 2.05], [0.64, 2.03, 0.35], [2.33, 0.67, -0.11], [2.16, 0.10, 1.57], [3.78, 1.88, 0.99], [2.62, 2.33, 2.29], [4.10, 4.37, 0.72], [3.18, 4.91, -0.58], [3.97, 3.35, -0.76], [-1.56, -3.02, -1.76], [-1.43, -1.60, -1.70], [-2.43, -0.95, -2.51], [-2.25, 0.55, -2.34], [-1.81, 1.08, -0.98], [-3.01, 1.06, -0.17], [-3.27, -0.21, 0.62], [-2.06, -1.02, 0.88], [-2.40, -2.19, 1.64], [-2.56, -3.41, -1.55], [-0.83, -3.43, -1.06], [-1.27, -3.39, -2.74], [-3.41, -1.26, -2.14], [-2.42, -1.08, -3.60], [-3.08, 1.14, -2.72], [-1.47, 0.93, -3.00], [-1.58, 2.06, -1.03], [-3.91, 1.32, -0.73], [-2.99, 1.92, 0.50], [-3.93, -0.77, -0.04], [-3.86, -0.03, 1.51], [-1.58, -2.90, 1.50], [-3.19, -2.78, 1.18], [-2.66, -1.98, 2.68]]}



{"formula": "C4H3NOS2", "method": "ωB97M-V/def2-TZVPD", "homo_energy_ev": -9.26, "e_lumo_ha": -0.0264, "smiles": "O=C1SC(=S)[C@H]2N[C@H]12", "orbital_gap_ha": 0.3138, "relative_energy_ev": 3.549, "elements": ["O", "C", "S", "C", "S", "C", "N", "C", "H", "H", "H"], "xyz": [[2.71, 0.36, -0.15], [1.57, 0.05, -0.30], [0.60, 0.19, -1.91], [-1.00, 0.15, -1.03], [-2.42, -0.33, -1.63], [-0.57, 0.58, 0.33], [-0.36, 0.04, 1.66], [0.47, -0.48, 0.59], [-0.14, 1.60, 0.29], [-0.99, -0.70, 1.96], [0.14, -1.46, 0.20]]}



{"formula": "C68H204N30O14P10S4", "method": "ωB97M-V/def2-TZVPD", "homo_energy_ev": -8.03, "e_lumo_ha": 0.0130, "orbital_gap_ha": 0.3082, "elements": ["O", "P", "N", "C", "C", "N", "C", "C", "N", "C", "C", "H", "H", "H", "H", "H", "H", "H", "H", "H", "H", "H", "H", "H", "H", "H", "H", "H", "H", "O", "P", "N", "C", "C", "N", "C", "C", "N", "C", "C", "H", "H", "H", "H", "H", "H", "H", "H", "H", "H", "H", "H", "H", "H", "H", "H", "H", "H", "O", "P", "N", "C", "C", "N", "C", "C", "N", "C", "C", "H", "H", "H", "H", "H", "H", "H", "H", "H", "H", "H", "H", "H", "H", "H", "H", "H", "H", "O", "P", "N", "C", "C", "N", "C", "C", "N", "C", "C", "H", "H", "H", "H", "H", "H", "H", "H", "H", "H", "H", "H", "H", "H", "H", "H", "H", "H", "O", "P", "N", "C", "C", "N", "C", "C", "N", "C", "C", "H", "H", "H", "H", "H", "H", "H", "H", "H", "H", "H", "H", "H", "H", "H", "H", "H", "H", "O", "P", "N", "C", "C", "N", "C", "C", "N", "C", "C", "H", "H", "H", "H", "H", "H", "H", "H", "H", "H", "H", "H", "H", "H", "H", "H", "H", "H", "O", "P", "N", "C", "C", "N", "C", "C", "N", "C", "C", "H", "H", "H", "H", "H", "H", "H", "H", "H", "H", "H", "H", "H", "H", "H", "H", "H", "H", "O", "P", "N", "C", "C", "N", "C", "C", "N", "C", "C", "H", "H", "H", "H", "H", "H", "H", "H", "H", "H", "H", "H", "H", "H", "H", "H", "H", "H", "O", "P", "N", "C", "C", "N", "C", "C", "N", "C", "C", "H", "H", "H", "H", "H", "H", "H", "H", "H", "H", "H", "H", "H", "H", "H", "H", "H", "H", "O", "P", "N", "C", "C", "N", "C", "C", "N", "C", "C", "H", "H", "H", "H", "H", "H", "H", "H", "H", "H", "H", "H", "H", "H", "H", "H", "H", "H", "C", "S", "O", "C", "H", "H", "H", "H", "H", "H", "C", "S", "O", "C", "H", "H", "H", "H", "H", "H", "C", "S", "O", "C", "H", "H", "H", "H", "H", "H", "C", "S", "O", "C", "H", "H", "H", "H", "H", "H"], "xyz": [[-0.44, -2.38, 5.08], [-1.35, -3.55, 5.07], [-2.93, -3.04, 4.99], [-4.03, -4.06, 4.91], [-3.33, -1.69, 4.59], [-1.32, -4.49, 6.45], [-0.08, -5.20, 6.79], [-2.04, -3.94, 7.62], [-0.92, -4.57, 3.82], [-1.56, -5.80, 3.47], [-0.34, -3.92, 2.67], [-3.76, -4.99, 5.44], [-4.22, -4.31, 3.88], [-4.88, -3.62, 5.43], [-3.97, -1.64, 3.71], [-2.44, -1.05, 4.31], [-3.90, -1.18, 5.33], [0.27, -4.86, 7.71], [-0.37, -6.27, 6.83], [0.63, -5.10, 6.01], [-2.31, -2.93, 7.52], [-2.87, -4.59, 7.88], [-1.32, -4.00, 8.46], [-2.40, -5.68, 2.74], [-0.82, -6.50, 3.11], [-1.91, -6.28, 4.36], [0.14, -4.72, 2.09], [0.37, -3.22, 3.06], [-1.08, -3.43, 2.04], [-4.31, 2.99, -4.84], [-3.94, 4.04, -5.78], [-4.11, 5.64, -5.31], [-2.98, 6.38, -4.63], [-5.33, 6.46, -5.33], [-4.90, 4.03, -7.11], [-5.07, 2.61, -7.64], [-4.74, 5.00, -8.16], [-2.33, 3.83, -6.15], [-1.62, 2.78, -5.45], [-1.55, 4.74, -6.83], [-3.30, 6.47, -3.52], [-2.81, 7.27, -5.17], [-2.09, 5.80, -4.61], [-6.19, 5.97, -5.72], [-5.22, 7.35, -6.00], [-5.59, 6.82, -4.30], [-4.13, 2.16, -7.35], [-5.85, 2.04, -7.20], [-5.16, 2.72, -8.69], [-3.81, 4.84, -8.77], [-5.61, 5.01, -8.79], [-4.69, 6.00, -7.73], [-2.33, 2.11, -4.98], [-1.02, 2.22, -6.21], [-0.85, 3.18, -4.71], [-0.76, 4.26, -7.41], [-0.93, 5.47, -6.23], [-2.17, 5.33, -7.53], [-0.63, 2.55, 7.34], [0.51, 2.25, 6.44], [0.21, 2.45, 4.83], [-1.08, 2.16, 4.25], [1.30, 2.89, 3.96], [1.33, 0.84, 6.58], [1.35, 0.29, 7.84], [1.71, -0.05, 5.48], [1.82, 3.27, 6.77], [1.47, 4.65, 6.95], [3.19, 3.06, 6.48], [-1.80, 2.35, 5.04], [-1.24, 1.06, 3.89], [-1.36, 2.77, 3.36], [1.10, 3.97, 3.72], [1.30, 2.25, 3.03], [2.29, 2.72, 4.39], [0.81, -0.65, 7.87], [2.40, 0.10, 8.21], [0.76, 0.82, 8.58], [1.24, -1.03, 5.67], [1.38, 0.30, 4.50], [2.74, -0.25, 5.53], [1.46, 5.26, 6.03], [0.46, 4.68, 7.30], [2.06, 5.24, 7.68], [3.21, 1.98, 6.39], [3.81, 3.43, 7.27], [3.47, 3.45, 5.51], [4.41, 1.19, -0.71], [5.00, 2.01, 0.40], [6.62, 2.39, 0.12], [6.81, 3.28, -1.06], [7.44, 1.20, -0.13], [5.01, 1.18, 1.83], [4.91, 1.80, 3.20], [5.29, -0.23, 1.91], [4.37, 3.51, 0.55], [4.84, 4.57, 1.37], [2.87, 3.54, 0.27], [7.90, 3.54, -1.13], [6.29, 4.25, -0.95], [6.54, 2.76, -1.97], [7.32, 0.45, 0.67], [8.49, 1.46, -0.13], [7.17, 0.82, -1.11], [4.51, 2.81, 3.18], [4.15, 1.20, 3.68], [5.91, 1.79, 3.73], [6.38, -0.24, 2.14], [4.89, -0.62, 2.78], [5.05, -0.89, 1.11], [5.81, 4.28, 1.77], [4.96, 5.53, 0.85], [4.18, 4.77, 2.27], [2.57, 2.65, -0.33], [2.54, 4.47, -0.21], [2.45, 3.45, 1.31], [5.78, -1.31, 4.79], [5.98, -2.74, 5.04], [6.81, -3.35, 3.82], [7.75, -2.50, 3.07], [7.10, -4.81, 3.60], [4.55, -3.73, 5.08], [3.78, -3.82, 3.87], [3.71, -3.38, 6.21], [6.68, -2.94, 6.50], [7.09, -4.20, 6.96], [6.92, -1.81, 7.39], [7.56, -1.47, 3.32], [7.49, -2.64, 2.02], [8.80, -2.81, 3.35], [6.17, -5.33, 3.90], [8.01, -5.02, 4.23], [7.25, -5.02, 2.55], [3.14, -4.65, 3.92], [3.08, -2.94, 3.76], [4.37, -3.84, 2.96], [4.31, -3.52, 7.13], [3.44, -2.32, 6.13], [2.87, -4.07, 6.34], [6.49, -4.62, 7.77], [6.91, -4.99, 6.20], [8.16, -4.18, 7.25], [6.35, -1.87, 8.37], [6.62, -0.86, 6.95], [8.00, -1.78, 7.77], [-1.18, 4.09, 1.81], [-2.16, 5.24, 1.72], [-2.71, 5.45, 0.15], [-2.45, 4.35, -0.74], [-3.17, 6.65, -0.49], [-1.50, 6.63, 2.30], [-2.33, 7.66, 2.91], [-0.10, 6.70, 2.56], [-3.56, 5.01, 2.54], [-4.85, 4.75, 1.84], [-3.53, 4.47, 3.87], [-3.19, 4.17, -1.54], [-2.47, 3.40, -0.23], [-1.49, 4.36, -1.22], [-4.13, 6.63, -1.03], [-2.55, 7.07, -1.26], [-3.31, 7.42, 0.25], [-1.79, 8.13, 3.77], [-2.69, 8.38, 2.18], [-3.24, 7.24, 3.35], [0.19, 7.72, 2.46], [0.23, 6.27, 3.46], [0.43, 6.13, 1.74], [-4.73, 4.63, 0.80], [-5.31, 3.83, 2.14], [-5.60, 5.46, 2.14], [-4.29, 4.96, 4.52], [-2.58, 4.75, 4.33], [-3.74, 3.40, 3.85], [-6.71, 2.58, 0.64], [-5.98, 1.46, 0.08], [-6.80, 0.03, -0.22], [-7.43, -0.54, 0.97], [-7.84, 0.01, -1.26], [-4.74, 0.81, 0.99], [-3.99, 1.57, 2.02], [-4.18, -0.51, 0.60], [-5.37, 1.89, -1.44], [-4.64, 0.96, -2.24], [-5.82, 3.02, -2.17], [-7.52, -1.65, 0.80], [-8.37, -0.05, 1.21], [-6.78, -0.48, 1.82], [-8.29, -0.99, -1.29], [-7.33, 0.16, -2.23], [-8.56, 0.84, -1.09], [-4.50, 1.54, 2.96], [-3.03, 1.08, 2.09], [-3.88, 2.63, 1.80], [-3.21, -0.47, 0.09], [-3.95, -1.06, 1.53], [-4.84, -1.12, 0.03], [-4.42, 0.05, -1.69], [-5.20, 0.72, -3.17], [-3.62, 1.39, -2.56], [-6.36, 2.79, -3.09], [-4.97, 3.67, -2.39], [-6.52, 3.53, -1.53], [1.95, -2.59, -1.82], [0.81, -1.72, -1.59], [-0.73, -2.18, -1.72], [-1.26, -2.57, -3.07], [-1.25, -3.19, -0.70], [0.87, -0.35, -2.52], [-0.13, 0.69, -2.46], [2.13, 0.06, -3.16], [0.80, -1.40, 0.06], [-0.15, -0.39, 0.50], [1.91, -1.50, 0.95], [-0.99, -3.62, -3.33], [-0.86, -1.93, -3.83], [-2.33, -2.58, -3.04], [-0.67, -2.97, 0.22], [-1.11, -4.25, -0.99], [-2.30, -2.95, -0.54], [0.03, 1.42, -1.61], [-0.09, 1.34, -3.35], [-1.16, 0.30, -2.32], [1.94, 0.47, -4.14], [2.67, 0.78, -2.47], [2.79, -0.82, -3.29], [-0.19, -0.35, 1.60], [0.08, 0.61, 0.06], [-1.12, -0.74, 0.29], [2.61, -2.30, 0.70], [1.48, -1.72, 1.91], [2.39, -0.48, 1.00], [-2.10, -6.28, -0.62], [-1.71, -7.18, -1.73], [-2.33, -8.71, -1.39], [-2.54, -9.87, -2.30], [-2.90, -8.98, -0.09], [-0.10, -7.20, -1.94], [0.58, -8.34, -2.61], [0.74, -6.83, -0.86], [-2.03, -7.03, -3.32], [-1.27, -6.29, -4.38], [-3.44, -7.14, -3.60], [-3.59, -10.13, -2.39], [-1.98, -10.73, -1.85], [-2.04, -9.61, -3.25], [-2.45, -8.35, 0.63], [-2.59, -9.99, 0.22], [-3.99, -8.80, -0.05], [1.55, -7.97, -2.90], [0.76, -9.12, -1.85], [0.01, -8.72, -3.43], [0.90, -7.64, -0.13], [1.73, -6.72, -1.32], [0.31, -5.91, -0.50], [-1.91, -5.40, -4.61], [-0.33, -6.02, -4.02], [-1.24, -6.97, -5.30], [-3.86, -6.29, -4.07], [-4.01, -7.46, -2.76], [-3.52, -7.95, -4.34], [1.55, 6.95, -5.74], [2.34, 6.32, -4.67], [2.43, 4.68, -4.84], [2.42, 4.13, -6.15], [2.81, 3.76, -3.78], [1.87, 6.61, -3.11], [0.46, 6.58, -2.83], [2.77, 6.91, -2.04], [3.89, 6.86, -4.67], [3.97, 8.34, -4.85], [5.10, 6.18, -4.41], [2.45, 5.00, -6.85], [1.50, 3.64, -6.45], [3.30, 3.50, -6.38], [2.05, 2.97, -3.60], [2.78, 4.20, -2.76], [3.84, 3.37, -3.83], [0.08, 5.56, -2.64], [0.17, 7.10, -1.93], [-0.04, 7.08, -3.65], [3.16, 6.09, -1.40], [3.58, 7.51, -2.40], [2.18, 7.59, -1.33], [3.10, 8.78, -4.36], [4.90, 8.64, -4.33], [3.96, 8.73, -5.86], [4.98, 5.11, -4.66], [5.48, 6.38, -3.41], [5.79, 6.66, -5.15], [-6.49, -5.96, -1.27], [-5.10, -4.77, -1.30], [-5.63, -3.40, -1.33], [-4.64, -5.13, 0.40], [-7.30, -5.53, -0.78], [-6.15, -6.89, -0.80], [-6.81, -6.30, -2.22], [-5.55, -5.10, 1.01], [-4.04, -4.36, 0.78], [-4.00, -6.02, 0.54], [-3.59, -0.56, -5.50], [-4.34, -2.18, -5.70], [-3.28, -3.17, -5.42], [-5.24, -2.06, -4.16], [-2.99, -0.38, -6.40], [-2.90, -0.58, -4.65], [-4.36, 0.22, -5.31], [-4.56, -1.97, -3.32], [-5.93, -2.94, -4.11], [-5.82, -1.13, -4.22], [4.65, -4.55, -1.32], [5.62, -3.23, -0.71], [7.06, -3.64, -0.64], [5.41, -2.18, -2.10], [5.16, -5.00, -2.14], [3.72, -4.14, -1.56], [4.50, -5.29, -0.54], [4.36, -1.93, -2.01], [5.69, -2.75, -3.00], [6.13, -1.37, -1.94], [3.14, -3.81, -4.99], [3.69, -5.52, -5.05], [2.58, -6.38, -4.54], [3.61, -5.66, -6.88], [3.02, -3.31, -3.95], [2.25, -3.70, -5.60], [3.95, -3.24, -5.52], [4.34, -5.11, -7.48], [2.54, -5.46, -7.10], [3.71, -6.76, -6.95]]}



{"formula": "C3H7OS", "method": "ωB97M-V/def2-TZVPD", "homo_energy_ev": -2.34, "total_charge": -1, "e_lumo_ha": 0.1385, "orbital_gap_ha": 0.2244, "relative_energy_ev": 2.524, "elements": ["C", "S", "H", "H", "H", "C", "C", "O", "H", "H", "H", "H"], "xyz": [[-1.59, -1.59, -0.73], [-2.28, -1.85, 0.92], [-1.57, -2.64, -1.20], [-2.35, -0.90, -1.43], [-0.65, -1.24, -0.62], [1.96, 1.44, 0.91], [0.68, 1.18, 0.58], [0.62, 1.09, -0.84], [2.31, 1.86, 1.92], [2.86, 1.55, 0.33], [-0.10, 0.85, 1.25], [0.10, 0.26, -1.08]]}